# C76H172AsF6N8O2

A molecular structure, C76H172AsF6N8O2 in a non-equilibrium geometry (wB97M-V/def2-TZVPD, the Open Molecules 2025 dataset).

LUMO energy   -0.491 Ha
E_HOMO   -0.799 hartree
Max |F|   3.2 eV Å⁻¹
Energy   -6419.569446 a.u.
Orbital gap   8.385 eV

```
! wB97M-V def2-TZVPD RIJCOSX def2/J DEFGRID3
* xyz 7 1
C -8.16 5.63 -2.19
C -7.50 4.31 -1.69
C -6.21 3.90 -2.41
N -5.72 2.47 -1.87
C -6.76 1.32 -1.98
C -5.35 2.56 -0.32
C -4.19 1.60 -0.17
C -3.43 1.79 -1.45
C -4.44 2.01 -2.57
H -9.23 5.67 -1.97
H -8.16 5.55 -3.28
H -7.76 6.60 -1.90
H -8.24 3.55 -1.93
H -7.19 4.31 -0.64
H -5.39 4.58 -2.23
H -6.29 3.79 -3.49
H -6.39 0.49 -1.38
H -6.82 1.04 -3.03
H -7.70 1.72 -1.59
H -6.21 2.41 0.34
H -4.99 3.56 -0.09
H -4.51 0.57 -0.05
H -3.61 1.81 0.72
H -2.69 0.99 -1.54
H -2.78 2.67 -1.38
H -4.72 1.08 -3.05
H -4.02 2.80 -3.20
C 4.28 3.37 -2.63
C 3.64 4.44 -1.69
C 2.31 3.93 -0.93
N 1.67 4.95 0.06
C 2.62 5.36 1.19
C 0.42 4.36 0.72
C -0.73 5.28 0.44
C -0.35 6.02 -0.87
C 1.15 6.20 -0.69
H 5.23 3.78 -2.98
H 3.62 3.10 -3.45
H 4.52 2.41 -2.16
H 3.45 5.35 -2.26
H 4.26 4.67 -0.82
H 2.51 3.10 -0.26
H 1.57 3.66 -1.68
H 3.51 5.88 0.84
H 2.93 4.56 1.85
H 2.02 6.01 1.82
H 0.58 4.10 1.77
H 0.35 3.37 0.29
H -0.86 5.93 1.30
H -1.69 4.76 0.43
H -0.83 6.94 -1.18
H -0.44 5.35 -1.73
H 1.20 7.07 -0.04
H 1.81 6.47 -1.51
C 2.25 2.86 5.36
C 3.53 3.55 4.86
C 4.62 2.63 4.26
C 4.14 1.88 2.99
N 5.13 0.95 2.25
C 4.43 0.32 1.07
C 4.50 -1.17 1.22
C 5.55 -1.44 2.24
C 5.49 -0.25 3.25
C 6.50 1.65 1.91
C 6.41 2.96 1.13
C 7.80 3.64 1.02
H 1.49 3.62 5.57
H 2.51 2.22 6.20
H 1.82 2.11 4.69
H 3.98 4.13 5.66
H 3.15 4.23 4.09
H 5.10 2.02 5.03
H 5.34 3.40 4.00
H 3.72 2.61 2.29
H 3.25 1.29 3.19
H 4.99 0.63 0.19
H 3.46 0.73 0.80
H 4.65 -1.54 0.21
H 3.51 -1.47 1.59
H 6.47 -1.50 1.67
H 5.26 -2.39 2.68
H 6.38 -0.21 3.88
H 4.60 -0.40 3.86
H 7.02 1.00 1.21
H 7.15 1.62 2.79
H 5.85 3.66 1.75
H 5.90 3.04 0.17
H 8.45 3.29 0.21
H 8.41 3.32 1.85
H 7.66 4.72 0.99
C 4.95 -5.56 3.39
C 3.91 -6.02 2.35
C 2.69 -5.18 2.37
C 1.66 -5.46 3.52
N 0.45 -4.42 3.47
C -0.65 -5.13 4.33
C -1.97 -4.47 4.03
C -1.84 -4.16 2.48
C -0.34 -4.31 2.14
C 0.78 -2.95 3.89
C 1.26 -2.78 5.37
C 2.23 -1.60 5.35
H 5.82 -6.21 3.33
H 4.66 -5.44 4.44
H 5.43 -4.64 3.07
H 3.61 -7.05 2.54
H 4.38 -6.10 1.37
H 2.17 -5.43 1.45
H 2.98 -4.13 2.43
H 2.11 -5.36 4.51
H 1.22 -6.43 3.27
H -0.45 -5.14 5.41
H -0.61 -6.18 4.03
H -2.11 -3.60 4.67
H -2.76 -5.18 4.27
H -2.24 -3.17 2.31
H -2.39 -4.86 1.86
H 0.14 -3.54 1.54
H -0.32 -5.26 1.62
H -0.19 -2.45 3.75
H 1.38 -2.63 3.04
H 1.69 -3.63 5.89
H 0.45 -2.37 5.98
H 3.07 -1.61 4.65
H 2.50 -1.31 6.37
H 1.72 -0.70 5.02
C -4.44 6.40 1.39
C -4.66 5.45 2.62
C -3.42 4.70 3.19
C -3.83 3.62 4.28
N -2.60 2.93 4.89
C -1.98 1.89 3.95
C -1.54 0.71 4.80
C -2.10 0.91 6.16
C -3.17 1.93 5.91
C -1.58 3.83 5.68
C -2.22 4.69 6.76
C -1.16 5.63 7.40
H -4.21 5.84 0.48
H -3.63 7.10 1.60
H -5.33 7.01 1.23
H -5.46 4.74 2.41
H -5.05 6.12 3.38
H -2.72 5.35 3.72
H -2.87 4.25 2.36
H -4.56 2.95 3.84
H -4.35 4.17 5.06
H -1.15 2.33 3.40
H -2.72 1.51 3.25
H -0.46 0.66 4.72
H -1.94 -0.18 4.32
H -1.49 1.48 6.85
H -2.52 -0.02 6.55
H -3.54 2.40 6.82
H -3.99 1.38 5.45
H -1.10 4.39 4.88
H -0.80 3.20 6.09
H -2.63 4.15 7.61
H -3.06 5.27 6.38
H -0.83 6.38 6.67
H -0.24 5.14 7.70
H -1.59 6.21 8.21
C 1.45 -7.55 -0.41
C 1.37 -6.70 -1.74
C 2.21 -5.41 -1.74
C 1.99 -4.51 -3.03
N 2.89 -3.27 -3.12
C 2.58 -2.29 -1.98
C 3.27 -0.96 -2.45
C 3.18 -1.02 -4.01
C 2.66 -2.42 -4.39
C 4.40 -3.70 -3.19
C 4.77 -4.91 -4.08
C 6.26 -4.96 -4.45
H 0.98 -8.51 -0.59
H 1.04 -6.89 0.36
H 2.47 -7.68 -0.05
H 0.33 -6.50 -1.99
H 1.75 -7.33 -2.54
H 3.28 -5.60 -1.63
H 1.73 -4.84 -0.94
H 0.96 -4.21 -3.24
H 2.15 -5.10 -3.93
H 3.03 -2.74 -1.10
H 1.50 -2.17 -1.98
H 4.29 -0.81 -2.11
H 2.67 -0.13 -2.08
H 4.20 -0.84 -4.34
H 2.52 -0.24 -4.40
H 3.04 -2.69 -5.38
H 1.60 -2.18 -4.47
H 4.64 -3.92 -2.15
H 4.98 -2.83 -3.48
H 4.25 -4.91 -5.04
H 4.58 -5.89 -3.63
H 6.86 -5.20 -3.57
H 6.76 -4.07 -4.84
H 6.37 -5.75 -5.19
C -4.22 -1.91 -0.57
C -4.25 -3.39 -0.94
N -3.53 -3.88 -2.22
C -4.22 -3.20 -3.38
C -2.04 -3.42 -2.13
C -1.27 -3.64 -0.78
C -3.80 -5.42 -2.52
C -3.08 -6.39 -1.60
O -3.67 -6.32 -0.27
C -3.42 -7.36 0.62
H -3.21 -1.51 -0.47
H -4.76 -1.67 0.35
H -4.87 -1.38 -1.25
H -5.27 -3.76 -0.98
H -3.77 -3.88 -0.09
H -3.84 -3.53 -4.35
H -4.11 -2.12 -3.37
H -5.30 -3.31 -3.30
H -1.93 -2.38 -2.42
H -1.47 -4.01 -2.84
H -0.20 -3.51 -0.91
H -1.46 -4.62 -0.35
H -1.60 -2.85 -0.10
H -3.33 -5.57 -3.49
H -4.85 -5.65 -2.40
H -2.00 -6.25 -1.64
H -3.22 -7.39 -2.02
H -3.84 -7.41 1.63
H -2.35 -7.52 0.67
H -3.78 -8.26 0.13
C -3.86 0.12 -6.10
C -2.54 0.10 -5.37
N -1.42 0.87 -6.17
C -1.91 2.29 -6.49
C -0.08 0.86 -5.37
C -0.30 1.36 -3.92
C -1.21 0.14 -7.53
C 0.05 0.64 -8.35
O 0.24 2.03 -8.34
C 1.30 2.54 -9.23
H -4.17 1.09 -6.50
H -4.67 -0.17 -5.43
H -4.01 -0.52 -6.97
H -2.30 -0.91 -5.03
H -2.79 0.55 -4.41
H -2.50 2.62 -5.63
H -2.54 2.39 -7.37
H -1.02 2.91 -6.59
H 0.57 1.57 -5.87
H 0.25 -0.17 -5.35
H -0.86 0.59 -3.38
H -0.71 2.36 -3.81
H 0.58 1.41 -3.28
H -2.16 0.20 -8.07
H -1.03 -0.92 -7.34
H -0.05 0.23 -9.36
H 0.93 0.19 -7.90
H 1.63 3.53 -8.90
H 1.08 2.53 -10.30
H 2.19 1.93 -9.18
As -0.05 0.12 0.63
F -1.17 1.55 0.64
F 1.12 1.06 -0.42
F 1.10 -1.28 0.67
F -1.21 -0.84 1.53
F -0.70 -0.53 -0.92
F 0.69 0.83 2.14
*
```

---

# C3H4N2O2

2 unconnected molecules or ions with the total composition C3H4N2O2 in a non-equilibrium geometry (wB97M-V/def2-TZVPD, the Open Molecules 2025 dataset).

LUMO energy (spin up / spin down)   -0.051 / -0.056 Ha
ΔE to the lowest compared entry with this formula, charge and spin   162.8 kcal/mol
E_HOMO (spin up / spin down)   -0.373 / -0.342 hartree
Max |F|   4.7 eV Å⁻¹
Energy   -376.504407 a.u.
Orbital gap (spin up / spin down)   8.771 / 7.795 eV

```
! wB97M-V def2-TZVPD RIJCOSX def2/J DEFGRID3
* xyz 0 1
C -0.56 -0.25 -1.44
C 0.62 1.27 0.19
C -0.48 0.45 -0.29
N -0.50 -0.84 -2.46
N -0.26 -1.65 0.79
O -1.08 -2.45 0.36
O 0.69 -1.71 1.48
H 0.56 2.37 0.11
H 1.70 1.20 -0.17
H 0.82 1.12 1.23
H -1.50 0.48 0.20
*
```

---

# C5H8CsO3

A molecular structure, C5H8CsO3 in a non-equilibrium geometry (wB97M-V/def2-TZVPD, the Open Molecules 2025 dataset).

LUMO energy   -0.176 Ha
ΔE to the lowest compared entry with this formula, charge and spin   137.0 kcal/mol
E_HOMO   -0.431 hartree
Max |F|   7.2 eV Å⁻¹
Energy   -440.673377 a.u.
Orbital gap   6.924 eV

```
! wB97M-V def2-TZVPD RIJCOSX def2/J DEFGRID3
* xyz 1 1
H -0.57 1.41 -1.17
O 1.46 -0.41 -0.62
C 0.65 0.73 -0.47
O 1.12 1.67 0.12
Cs 2.26 1.45 3.40
O -1.07 0.21 0.33
C -1.94 0.78 -0.52
C 2.28 -0.71 0.38
C 2.99 -1.96 0.10
H 3.97 -1.79 -0.36
H 3.16 -2.61 0.98
H 2.24 -2.66 -0.32
C -3.38 0.91 -0.13
H -1.88 0.24 -1.48
H -3.60 0.54 0.88
H -3.97 0.26 -0.79
H -3.72 1.94 -0.33
*
```

---

# C7H8

C7H8 in the gas phase (wB97M-V/def2-TZVPD, the Open Molecules 2025 dataset).

LUMO energy   0.037 Ha
Structure (SMILES)   C#CC[C@H](C)C#C
ΔE to the lowest compared entry with this formula, charge and spin   84.9 kcal/mol
E_HOMO   -0.366 hartree
Max |F|   0.5 eV Å⁻¹
Energy   -271.396156 a.u.
Orbital gap   10.968 eV

```
! wB97M-V def2-TZVPD RIJCOSX def2/J DEFGRID3
* xyz 0 1
C -0.13 -1.59 -0.10
C -0.30 -0.20 0.50
C 0.31 0.91 -0.39
C 1.77 0.90 -0.44
C 2.98 0.95 -0.46
C -1.72 0.13 0.73
C -2.87 0.45 0.88
H -0.64 -1.65 -1.07
H 0.93 -1.82 -0.25
H -0.57 -2.35 0.55
H 0.21 -0.17 1.47
H -0.09 0.80 -1.41
H -0.02 1.88 -0.03
H 4.04 1.01 -0.49
H -3.89 0.73 1.02
*
```

---

# C9H21BrN3O5S

3 unconnected molecules or ions with the total composition C9H21BrN3O5S in a non-equilibrium geometry (wB97M-V/def2-TZVPD, the Open Molecules 2025 dataset).

LUMO energy   -0.215 Ha
E_HOMO   -0.430 hartree
Max |F|   8.3 eV Å⁻¹
Energy   -3867.553855 a.u.
Orbital gap   5.834 eV

```
! wB97M-V def2-TZVPD RIJCOSX def2/J DEFGRID3
* xyz 1 1
C 1.33 -2.43 0.54
C 1.12 -1.75 -0.94
O 0.70 -2.59 -1.92
N 1.31 -0.31 -1.32
C 2.42 0.37 -0.54
C -0.01 0.49 -1.23
C -0.36 0.96 0.28
C -1.92 1.14 0.68
C -3.03 0.40 -0.25
S -2.82 -1.50 -0.21
Br -3.96 -2.37 -1.96
H 1.49 -1.67 1.42
H 0.39 -3.13 0.77
H 2.28 -3.15 0.46
H 2.48 1.50 -0.88
H 3.47 -0.10 -0.83
H 2.32 0.30 0.63
H -0.79 -0.18 -1.78
H 0.17 1.46 -1.90
H 0.16 2.03 0.43
H 0.16 0.27 1.10
H -2.04 0.72 1.79
H -2.21 2.29 0.77
H -2.97 0.75 -1.39
H -4.11 0.62 0.17
H -3.46 -1.88 0.99
C -5.77 1.86 3.60
N -4.51 1.47 2.90
O -4.34 0.27 2.66
O -3.73 2.39 2.62
H -6.36 0.96 3.79
H -5.49 2.34 4.54
H -6.31 2.55 2.95
C 6.67 -0.75 -3.11
N 5.93 -0.39 -1.87
O 5.34 -1.30 -1.28
O 5.95 0.80 -1.53
H 6.56 -1.82 -3.29
H 6.24 -0.17 -3.93
H 7.72 -0.48 -2.95
*
```

---

# C29H53BClF8I2N

2 unconnected molecules or ions with the total composition C29H53BClF8I2N (wB97M-V/def2-TZVPD, the Open Molecules 2025 dataset).

LUMO energy   -0.027 Ha
E_HOMO   -0.345 hartree
Max |F|   1.0 eV Å⁻¹
Energy   -3071.090002 a.u.
Orbital gap   8.628 eV

```
! wB97M-V def2-TZVPD RIJCOSX def2/J DEFGRID3
* xyz 0 1
C 4.99 4.63 0.06
C 5.81 3.59 -0.73
C 6.59 2.63 0.15
C 5.76 1.68 1.01
C 4.83 0.75 0.22
C 3.44 1.35 -0.12
C 2.30 0.50 0.49
C 1.87 -0.70 -0.38
C 1.97 -2.00 0.42
C 0.99 -3.14 0.16
C 0.96 -4.18 1.33
I 2.48 -5.73 1.28
C 0.99 -3.69 2.80
C 0.12 -2.53 3.25
I 3.01 -3.28 3.48
C 1.41 -3.80 -1.16
F 1.03 -2.98 -2.19
F 2.72 -3.94 -1.31
F 0.83 -4.98 -1.40
C -0.48 -2.57 0.08
C -1.55 -3.43 -0.63
C -1.74 -3.63 -2.14
C -1.79 -2.42 -3.05
F -3.11 -2.17 -3.44
C -0.53 -1.03 -0.06
C -1.94 -0.48 -0.18
C -2.71 -0.67 1.15
C -3.77 0.43 1.35
C -5.16 0.02 0.82
C -5.97 1.19 0.20
C -7.36 1.35 0.83
C -7.30 2.05 2.20
N 0.50 -0.51 -1.03
C 0.34 0.89 -1.54
C -0.31 1.10 -2.89
C -1.81 1.24 -3.02
Cl 0.41 -0.01 -4.10
H 5.19 5.64 -0.27
H 3.91 4.47 -0.01
H 5.25 4.58 1.13
H 6.51 4.13 -1.37
H 5.14 3.06 -1.42
H 7.21 3.24 0.82
H 7.26 2.03 -0.47
H 5.19 2.23 1.77
H 6.45 1.04 1.57
H 4.71 -0.18 0.77
H 5.35 0.50 -0.71
H 3.36 2.33 0.34
H 3.33 1.43 -1.21
H 1.46 1.16 0.73
H 2.69 0.14 1.45
H 2.57 -0.74 -1.22
H 1.85 -1.74 1.47
H 3.02 -2.31 0.37
H 0.07 -4.80 1.20
H 0.73 -4.56 3.41
H 0.22 -2.41 4.33
H -0.94 -2.77 3.08
H 0.33 -1.57 2.79
H -0.82 -2.66 1.11
H -1.45 -4.44 -0.21
H -2.51 -3.10 -0.23
H -1.03 -4.34 -2.56
H -2.71 -4.13 -2.26
H -1.45 -1.50 -2.58
H -1.24 -2.60 -3.97
H -0.20 -0.62 0.90
H -2.53 -0.96 -0.96
H -1.95 0.59 -0.37
H -3.25 -1.62 1.14
H -2.02 -0.63 1.99
H -3.46 1.37 0.90
H -3.87 0.61 2.42
H -5.75 -0.45 1.61
H -5.01 -0.72 0.03
H -5.43 2.12 0.35
H -6.07 1.05 -0.87
H -7.85 0.38 0.90
H -7.96 1.97 0.16
H -7.76 1.45 2.99
H -6.26 2.21 2.50
H -7.77 3.03 2.17
H 0.51 -1.13 -1.84
H -0.13 1.50 -0.77
H 1.34 1.31 -1.63
H 0.08 2.07 -3.20
H -2.06 1.51 -4.04
H -2.38 0.35 -2.77
H -2.13 2.06 -2.37
B 0.89 5.01 0.21
F 0.70 3.64 -0.18
F 1.38 5.01 1.53
F 1.83 5.57 -0.66
F -0.33 5.67 0.12
*
```

---

# C3H7NO2

2 unconnected molecules or ions with the total composition C3H7NO2 in a non-equilibrium geometry (wB97M-V/def2-TZVPD, the Open Molecules 2025 dataset).

LUMO energy   0.010 Ha
Structure (SMILES)   C=CC.O=NO
ΔE to the lowest compared entry with this formula, charge and spin   103.4 kcal/mol
E_HOMO   -0.346 hartree
Max |F|   2.4 eV Å⁻¹
Energy   -323.616259 a.u.
Orbital gap   9.666 eV

```
! wB97M-V def2-TZVPD RIJCOSX def2/J DEFGRID3
* xyz 0 1
C -2.69 -0.82 -0.11
C -1.28 -0.28 -0.15
C -0.30 -0.68 0.65
H 4.86 1.20 -0.70
H -2.76 -1.63 0.62
H -3.35 0.00 0.15
H -2.97 -1.20 -1.10
H -1.13 0.55 -0.86
H -0.46 -1.49 1.37
H 0.69 -0.22 0.64
N 3.18 1.09 0.03
O 4.08 1.79 -0.66
O 2.15 1.69 0.11
*
```

---

# C3H7F

2 unconnected molecules or ions with the total composition C3H7F in a non-equilibrium geometry (wB97M-V/def2-TZVPD, the Open Molecules 2025 dataset).

LUMO energy   -0.046 Ha
ΔE to the lowest compared entry with this formula, charge and spin   77.8 kcal/mol
E_HOMO   -0.356 hartree
Max |F|   4.3 eV Å⁻¹
Energy   -218.238144 a.u.
Orbital gap   8.436 eV

```
! wB97M-V def2-TZVPD RIJCOSX def2/J DEFGRID3
* xyz 0 1
C 1.28 0.31 -0.32
C -1.15 0.29 0.68
C -0.20 0.18 -0.49
F 0.11 -2.20 -0.52
H 1.74 0.57 -1.29
H 1.46 0.82 0.64
H 1.50 -0.72 -0.29
H -2.19 0.45 0.44
H -0.88 1.04 1.49
H -1.04 -0.67 1.06
H -0.62 -0.06 -1.38
*
```